# C10H32N4O14S

A cluster of 8 separate species, C10H32N4O14S in total (ωB97M-V/def2-TZVPD, OMol25).

Element x y z (Å)
1 C -1.72192 3.90047 0.71972
2 O -2.10755 3.40819 -0.54437
3 H -1.03676 3.28523 1.30292
4 H -1.21208 4.85435 0.58450
5 H -2.61440 4.09076 1.31586
6 H -2.75249 4.03195 -0.88581
7 C -0.31150 0.17746 1.48263
8 O -1.32060 -0.34307 0.53923
9 H 0.59667 -0.42502 1.46370
10 H -0.15149 1.23972 1.29802
11 H -0.69116 0.27183 2.50000
12 H -0.91070 -0.57664 -0.29684
13 C -1.21082 -3.46429 -0.45543
14 O -1.01465 -2.43561 -1.43519
15 H -0.23890 -3.78496 -0.08038
16 H -1.78824 -3.19384 0.42862
17 H -1.63673 -4.38044 -0.86453
18 H -0.10081 -2.38869 -1.72552
19 O 3.18010 -1.66187 -2.84141
20 S 1.74652 -1.74608 -3.29357
21 O 1.12118 -3.06917 -3.45934
22 O 0.79794 -0.87422 -2.33004
23 C 1.08822 0.50935 -2.29134
24 C 0.00222 1.41003 -2.82412
25 C 1.64077 -0.79105 -4.92284
26 H 2.03057 0.73621 -2.78997
27 H 1.37634 0.81288 -1.28487
28 H -0.84831 0.97230 -2.30154
29 H -0.14684 1.36075 -3.90276
30 H -0.01693 2.46262 -2.54166
31 H 1.89263 -1.44283 -5.75941
32 H 2.34968 0.03301 -4.84241
33 H 0.61724 -0.44078 -5.05626
34 C 5.31496 -0.06899 -0.03714
35 N 3.94926 -0.02552 0.51224
36 O 3.41857 1.09637 0.46413
37 O 3.40989 -1.05879 0.97093
38 H 5.51920 0.77337 -0.69805
39 H 5.27730 -0.92981 -0.70472
40 H 5.97628 -0.05783 0.82925
41 C -1.23075 1.34781 5.24121
42 N 0.14089 1.56394 4.68407
43 O 0.94093 0.64114 4.84936
44 O 0.37029 2.60458 4.04715
45 H -1.74198 0.83761 4.42485
46 H -1.59070 2.28127 5.67385
47 H -0.97942 0.59407 5.98741
48 C -3.79399 0.74375 -2.74494
49 N -4.80777 1.57537 -2.09416
50 O -5.86572 1.01438 -1.86856
51 O -4.49632 2.75382 -1.92100
52 H -4.34157 -0.13421 -3.08762
53 H -3.04568 0.57187 -1.97126
54 H -3.20022 1.15370 -3.56194
55 C 1.19135 -2.87068 4.04595
56 N -0.11913 -2.79478 3.30584
57 O -0.31279 -3.44415 2.29782
58 O -0.95432 -2.10420 3.91397
59 H 1.67359 -3.84791 4.02204
60 H 1.01693 -2.63339 5.09541
61 H 1.67370 -2.12134 3.41832

The HOMO-LUMO gap comes out at 9.433 eV. As for the LUMO energy: -0.186 eV. The calculation puts the molecular weight at 464.45 g/mol. Its SMILES is CCOS(C)(=O)=O.C[N+](=O)[O-].C[N+](=O)[O-].C[N+](=O)[O-].C[N+](=O)[O-].CO.CO.CO. The energy above the lowest of the compared OMol25 structures with the same formula, charge and spin is 20.5 kcal/mol. For the highest occupied orbital energy, the calculation gives -9.62 eV.

***

# C7H15BN2O4

The molecule C7H15BN2O4 (ωB97M-V/def2-TZVPD, OMol25).

Element x y z (Å)
1 O -0.31762 -1.01631 2.08414
2 O 0.81319 -3.08780 0.35287
3 O 0.67686 -3.19716 -2.04828
4 O -0.06177 1.47948 -3.17439
5 B 0.21821 -2.62017 -0.84917
6 C -0.24347 -0.04610 1.33914
7 N -0.27133 -0.06665 -0.04643
8 N -0.40055 1.29772 3.37975
9 C -0.37196 1.15301 -0.80803
10 C -0.73296 -0.71580 -2.36294
11 C 1.66700 1.26978 2.03052
12 C -0.85476 0.79673 -2.20117
13 C -0.66372 -1.26776 -0.87586
14 C 0.13392 1.26173 2.01045
15 H 0.41086 -2.43912 0.99279
16 H 1.16661 -4.02150 -1.80800
17 H -0.16619 2.42249 -3.03827
18 H -1.43574 1.36597 3.45070
19 H 0.06750 0.54629 3.87358
20 H -1.17653 1.78767 -0.39905
21 H 0.59009 1.66407 -0.96190
22 H 0.20089 -0.89077 -2.82131
23 H -1.53801 -1.24260 -3.02377
24 H 2.05557 1.92336 2.82660
25 H 2.04621 0.31074 2.27826
26 H 2.04168 1.63333 1.08189
27 H -1.91683 1.12618 -2.36441
28 H -1.62722 -1.53768 -0.41963
29 H -0.30994 2.11084 1.50192

The HOMO-LUMO gap comes out at 9.700 eV. As for the LUMO energy: 0.425 eV. The calculation puts the molecular weight at 202.02 g/mol. Its SMILES is C[C@H](N)C(=O)N1C[C@@H](O)C[C@H]1B(O)O. The energy above the lowest of the compared OMol25 structures with the same formula, charge and spin is 10.0 kcal/mol. For the highest occupied orbital energy, the calculation gives -9.28 eV.

***

# C3H6O2

A cluster of 2 separate species, C3H6O2 in total (ωB97M-V/def2-TZVPD, OMol25).

Element x y z (Å)
1 O 1.29177 -1.66661 -0.96957
2 C 0.51058 1.15675 -0.44037
3 C -0.62983 1.14935 0.25243
4 C -1.10744 -0.03669 0.99065
5 O -2.08501 -0.03443 1.70704
6 H 1.60194 -2.04943 -0.14095
7 H 0.82769 2.02049 -1.01800
8 H 1.15680 0.28494 -0.48180
9 H 0.35883 -1.90988 -1.02487
10 H -1.27261 2.02133 0.32894
11 H -0.52226 -0.97242 0.84216

The HOMO-LUMO gap comes out at 10.316 eV. As for the LUMO energy: 0.320 eV. The calculation puts the molecular weight at 74.08 g/mol. Its SMILES is C=CC=O.O. The energy above the lowest of the compared OMol25 structures with the same formula, charge and spin is 38.8 kcal/mol. For the highest occupied orbital energy, the calculation gives -10.00 eV.

***

# C5H15NO

A cluster of 2 separate species, C5H15NO in total (ωB97M-V/def2-TZVPD, OMol25).

Element x y z (Å)
1 C -0.37687 -0.20042 1.82911
2 N -0.22053 -0.05617 0.33861
3 C -1.51340 0.12887 -0.43469
4 C -1.37997 0.01292 -1.92569
5 C 0.74124 1.00680 0.06355
6 C 0.52677 0.43659 2.94283
7 H -1.54654 0.05220 1.91174
8 H -0.40980 -1.28987 2.11207
9 H -2.10713 -0.74828 -0.30752
10 H -1.82751 1.15255 -0.13818
11 H -2.32662 0.18229 -2.43727
12 H -0.70230 -0.89792 -2.27384
13 H -0.76628 0.97034 -2.20051
14 H 0.94775 1.21964 -1.04616
15 H 0.71811 1.96763 0.65343
16 H 1.54804 0.50034 0.51993
17 H 0.51033 1.52939 3.04666
18 H 1.37856 -0.20116 3.51189
19 H -0.19795 0.15199 3.68376
20 H 1.74742 -2.07694 -3.78581
21 H 2.95875 -2.21037 -2.83865
22 O 2.29792 -1.63041 -3.22526

The HOMO-LUMO gap comes out at 8.859 eV. As for the LUMO energy: 0.968 eV. The calculation puts the molecular weight at 105.18 g/mol. Its SMILES is CCN(C)CC.O. The energy above the lowest of the compared OMol25 structures with the same formula, charge and spin is 89.5 kcal/mol. For the highest occupied orbital energy, the calculation gives -7.89 eV.

***

# C35H26IO3PReS

A structure of composition C35H26IO3PReS (ωB97M-V/def2-TZVPD, OMol25).

Element x y z (Å)
1 Re -0.92512 -1.72955 0.83844
2 I 0.06482 -4.09906 0.44549
3 C 1.47639 -3.88232 1.97710
4 C 2.35990 -4.87316 2.29121
5 C 3.29535 -4.63266 3.31659
6 C 3.32181 -3.42132 3.95041
7 C 2.40874 -2.39630 3.60696
8 C 2.45972 -1.12222 4.22569
9 C 1.59496 -0.12131 3.86872
10 C 0.60324 -0.37802 2.91138
11 C 0.48070 -1.60613 2.27300
12 C 1.43372 -2.63155 2.60768
13 H 2.35757 -5.82311 1.77308
14 H 3.99616 -5.41041 3.58535
15 H 4.05204 -3.22894 4.72603
16 H 3.20939 -0.94834 4.98824
17 H 1.65205 0.85509 4.33123
18 H -0.08041 0.42505 2.66175
19 O -0.32350 -0.79725 -0.73169
20 P -0.09775 0.15784 -1.95144
21 C -0.15492 1.80685 -1.28294
22 C -1.02296 2.77007 -1.79119
23 C -1.06899 4.02782 -1.20146
24 C -0.25741 4.31587 -0.11290
25 C 0.60973 3.35233 0.39730
26 C 0.66443 2.09899 -0.18573
27 C -1.38215 -0.12416 -3.14257
28 C -2.56953 -0.76504 -2.79149
29 C -3.56947 -0.92525 -3.73647
30 C -3.38648 -0.44067 -5.02527
31 C -2.20253 0.19346 -5.37917
32 C -1.19378 0.34894 -4.44277
33 C 1.48286 -0.19301 -2.66632
34 C 2.48090 0.77676 -2.74484
35 C 3.69409 0.45890 -3.33779
36 C 3.90555 -0.81410 -3.84535
37 C 2.90729 -1.78165 -3.77245
38 C 1.69345 -1.47386 -3.18900
39 H -1.65602 2.54611 -2.64082
40 H -1.73503 4.78245 -1.59774
41 H -0.29660 5.29545 0.34496
42 H 1.23811 3.58357 1.24739
43 H 1.34122 1.34875 0.20946
44 H -2.71053 -1.16231 -1.79339
45 H -4.48772 -1.43149 -3.47178
46 H -4.16865 -0.56685 -5.76173
47 H -2.06153 0.55790 -6.38736
48 H -0.26290 0.82712 -4.72487
49 H 2.31471 1.77344 -2.35719
50 H 4.47065 1.20805 -3.40731
51 H 4.85206 -1.05572 -4.31017
52 H 3.07642 -2.76780 -4.18272
53 H 0.90581 -2.21829 -3.15158
54 O -2.13308 4.38095 2.73290
55 C -1.50997 3.27684 3.15974
56 O -0.46991 3.32321 3.75030
57 C -2.11150 1.94771 2.79867
58 C -2.28199 1.60719 1.47744
59 C -2.60996 0.28390 1.14157
60 C -2.76490 -0.67251 2.15547
61 S -2.89896 -2.37358 1.65636
62 C -2.65032 -0.29600 3.50758
63 C -2.32497 0.99937 3.81783
64 H -3.01787 4.18681 2.39706
65 H -2.14982 2.33990 0.69025
66 H -2.89201 0.04849 0.12172
67 H -2.78574 -1.03796 4.28329
68 H -2.18892 1.29676 4.84986

The HOMO-LUMO gap (spin up / spin down) comes out at 6.739 / 6.912 eV. As for the LUMO energy (spin up / spin down): -7.168 / -7.029 eV. The calculation puts the molecular weight at 870.74 g/mol. The total charge is +2. The spin multiplicity is 2. The energy above the lowest of the compared OMol25 structures with the same formula, charge and spin is 0.0 kcal/mol. For the highest occupied orbital energy (spin up / spin down), the calculation gives -13.91 / -13.94 eV.

***

| no. | E (eV) |
| --- | --- |
| 1 | -56334.3668 |
| 2 | -19351.3696 |
| 3 | -7301.9956 |
| 4 | -8962.4760 |
| 5 | -73201.3637 |